Here is 2 unconnected molecules or ions with the total composition C7H16O2 at a distorted geometry from the OMol25 dataset. Energies are from wB97M-V/def2-TZVPD.

Geometry as XYZ:
```
25
Properties=species:S:1:pos:R:3:lowdin_charge:R:1
C -0.22 -1.01 -2.41 -0.062
C 0.42 -0.67 -1.10 -0.318
C 0.87 -1.84 -0.27 -0.083
C 0.77 0.61 -0.79 -0.350
C 1.83 1.03 0.18 -0.031
O 0.46 1.58 -1.73 0.025
H 0.38 -0.63 -3.24 0.079
H -0.31 -2.08 -2.58 0.073
H -1.22 -0.59 -2.51 0.075
H 0.10 -2.62 -0.31 0.066
H 1.05 -1.57 0.76 0.066
H 1.77 -2.31 -0.68 0.084
H 1.85 0.36 1.03 0.070
H 1.63 2.04 0.54 0.077
H 2.82 1.05 -0.28 0.092
H 0.84 2.42 -1.47 0.094
C -1.00 1.54 2.16 -0.154
O -0.65 0.36 1.49 -0.301
C -1.82 -0.67 1.05 0.040
H -0.11 1.98 2.61 0.084
H -1.46 2.26 1.46 0.086
H -1.71 1.34 2.97 0.076
H -2.36 -0.23 0.21 0.083
H -1.53 -1.71 0.97 0.064
H -2.42 -0.65 1.96 0.066
```

SMILES   CC(C)=C(C)O.COC
Highest occupied orbital energy   -7.5 eV
Net charge   0
Total energy   -426.7003 a.u.
2S+1   1
LUMO energy   0.0319 Eh
Relative energy (zero: lowest compared OMol25 entry of this formula, charge and spin)   3.1436 eV

Here is 2 unconnected molecules or ions with the total composition C5H8ClN4 at a distorted geometry from the OMol25 dataset. Energies are from wB97M-V/def2-TZVPD.

Geometry as XYZ:
```
18
Properties=species:S:1:pos:R:3:lowdin_charge:R:1
C -1.01 1.34 1.44 -0.058
C -0.70 -0.51 2.51 -0.056
C -1.37 0.29 0.57 -0.270
C 1.57 0.11 -1.08 -0.304
C -1.71 0.21 -0.74 -0.536
N -0.63 0.84 2.57 0.116
N -1.13 -0.87 1.31 0.148
N 2.80 -0.31 -1.47 0.137
N 0.50 -0.53 -1.29 0.118
Cl -1.85 1.55 -1.81 0.725
H -1.22 2.38 1.27 0.132
H -0.38 -1.08 3.33 0.138
H 1.53 1.13 -0.67 0.142
H -2.07 -0.81 -1.21 0.138
H -1.19 -1.76 0.83 0.177
H 3.16 0.51 -1.85 0.088
H 2.88 -1.12 -2.02 0.099
H 0.85 -1.37 -1.68 0.065
```

Highest occupied orbital energy (alpha / beta)   -11.5 / -14.0 eV
Net charge   +1
Total energy   -874.1407 a.u.
2S+1   3
LUMO energy (alpha / beta)   -0.0973 / -0.2902 Eh